[1]
{
  "formula": "C4H14BO5Zr",
  "method": "the ωB97M-V functional and the def2-TZVPD basis",
  "species": ["Zr", "B", "H", "H", "H", "H", "O", "C", "C", "O", "H", "H", "H", "H", "O", "C", "C", "O", "H", "H", "H", "H", "O", "H", "H"],
  "xyz": [[-0.020, 0.537, -0.112], [-0.126, 2.139, -1.673], [0.390, 2.377, -0.756], [0.351, 1.257, -2.071], [-1.138, 1.853, -1.432], [-0.033, 2.911, -2.422], [-0.008, -0.557, 1.983], [1.318, -0.746, 2.460], [2.421, -0.058, 1.493], [2.006, 0.942, 0.569], [1.509, -1.818, 2.424], [1.327, -0.524, 3.527], [2.809, -0.841, 0.841], [3.379, 0.190, 1.951], [-2.008, -0.372, -0.401], [-2.071, -1.608, -1.110], [-0.660, -2.099, -1.638], [0.433, -1.263, -1.354], [-2.733, -1.607, -1.977], [-2.470, -2.385, -0.458], [-0.736, -2.243, -2.716], [-0.538, -3.091, -1.203], [-0.971, 2.073, 1.120], [-1.460, 1.908, 1.925], [-0.970, 3.026, 1.030]],
  "mulliken_charge": [1.399, -0.293, 0.034, 0.213, 0.103, -0.129, -0.382, -0.144, -0.615, -0.756, 0.310, 0.412, 0.336, 0.414, -0.748, -0.381, -0.304, -0.727, 0.318, 0.279, 0.318, 0.290, -0.545, 0.288, 0.310],
  "orbital_gap_ev": [8.189, 4.622],
  "mol_weight_g_mol": 244.2,
  "multiplicity": 2,
  "energy_ev": -16566.27872
}



[2]
{
  "formula": "C4H14Cl2Si3",
  "method": "the ωB97M-V functional and the def2-TZVPD basis",
  "species": ["C", "C", "C", "C", "Si", "Si", "Si", "Cl", "Cl", "H", "H", "H", "H", "H", "H", "H", "H", "H", "H", "H", "H", "H", "H"],
  "xyz": [[-2.914, -1.960, -1.061], [4.169, 0.280, -0.292], [-2.629, 1.084, -0.241], [0.986, -0.156, -0.990], [-3.572, -0.477, -0.076], [2.803, -0.829, -0.911], [0.160, 0.077, 0.709], [1.133, 1.402, 1.826], [0.085, -1.687, 1.674], [-2.026, -1.733, -1.612], [-2.590, -2.720, -0.279], [-3.609, -2.496, -1.705], [4.699, -0.069, 0.601], [4.948, 0.671, -0.947], [3.556, 1.195, 0.096], [-2.310, 1.214, -1.313], [-2.771, 2.009, 0.248], [0.619, -0.974, -1.473], [0.792, 0.710, -1.510], [-3.648, -0.793, 1.531], [-5.037, -0.437, -0.340], [3.366, -1.401, -2.141], [2.426, -1.969, -0.088]],
  "mulliken_charge": [-0.890, -0.955, -0.824, -0.793, 0.333, 0.456, 0.562, -0.225, -0.217, 0.242, 0.252, 0.356, 0.337, 0.354, 0.203, 0.273, 0.452, 0.171, 0.556, -0.101, -0.200, -0.196, -0.146],
  "orbital_gap_ev": [7.180, 7.707],
  "e_above_lowest_kj_mol": 164.3,
  "mol_weight_g_mol": 217.3,
  "energy_ev": -53052.28683
}



[3]
{
  "formula": "C4H14F4O6Zr",
  "method": "the ωB97M-V functional and the def2-TZVPD basis",
  "species": ["Zr", "C", "O", "O", "C", "F", "F", "F", "C", "C", "H", "H", "H", "H", "H", "H", "F", "O", "H", "H", "O", "H", "H", "O", "H", "H", "O", "H", "H"],
  "xyz": [[-3.650, 17.246, -0.974], [-0.281, 18.190, -1.060], [0.436, 17.404, -0.146], [-1.580, 17.762, -0.870], [0.029, 19.695, -0.801], [1.063, 20.035, -1.529], [-1.000, 20.438, -1.219], [0.278, 19.959, 0.447], [1.885, 17.430, -0.192], [2.350, 16.420, 0.882], [3.324, 16.034, 0.588], [2.414, 16.996, 1.803], [1.687, 15.575, 1.051], [2.196, 18.425, 0.116], [2.338, 17.156, -1.145], [0.077, 17.966, -2.072], [-3.411, 17.181, -3.055], [-1.286, 18.320, -5.039], [-1.770, 17.592, -4.636], [-1.735, 19.118, -4.737], [-2.910, 15.198, -1.561], [-3.261, 14.585, -2.242], [-2.174, 14.718, -1.125], [-5.565, 18.130, -1.698], [-5.909, 19.047, -1.613], [-6.342, 17.592, -1.968], [-4.210, 15.685, -5.473], [-4.955, 16.252, -5.704], [-3.692, 16.194, -4.844]],
  "mulliken_charge": [2.262, 0.016, -0.344, -0.570, 0.670, -0.211, -0.271, -0.214, -0.269, -1.149, 0.354, 0.313, 0.297, 0.327, 0.337, 0.455, -0.464, -0.576, 0.256, 0.314, -0.453, 0.355, 0.349, -0.542, 0.369, 0.375, -0.606, 0.325, 0.296],
  "orbital_gap_ev": 4.937,
  "e_above_lowest_kj_mol": 195.9,
  "mol_weight_g_mol": 325.4,
  "charge": 2,
  "energy_ev": -28792.31349
}